Below is 7 unconnected molecules or ions with the total composition C36H90ClN6O16 at a distorted geometry, with properties calculated with wB97M-V/def2-TZVPD.

Last column: Mulliken charge in e.
Atoms and positions in Å:
Cl1 -0.461 0.535 -0.437  0.95
O1 -0.143 0.949 0.961  -0.63
O2 0.777 -0.006 -0.979  -0.40
O3 -1.502 -0.467 -0.487  -0.33
O4 -0.761 1.723 -1.202  -0.65
C1 3.423 0.207 5.301  -0.72
O5 2.848 -0.898 4.745  -0.47
C2 1.706 -0.670 3.828  -0.11
C3 1.409 -1.891 2.967  -0.33
N1 2.641 -2.601 2.589  -0.32
C4 3.276 -1.928 1.364  -0.14
C5 4.395 -2.757 0.721  -0.73
O6 3.915 -3.616 -0.351  -0.38
C6 3.421 -4.807 0.213  -0.74
H1 4.045 0.713 4.563  0.14
H2 4.223 -0.042 5.999  0.30
H3 2.747 0.981 5.664  0.36
H4 1.981 0.139 3.151  -0.15
H5 0.854 -0.393 4.450  0.64
H6 0.732 -1.675 2.141  -0.05
H7 0.793 -2.559 3.569  0.31
H8 3.317 -2.402 3.313  0.43
H9 3.648 -0.960 1.698  0.33
H10 2.545 -1.761 0.573  0.17
H11 5.063 -3.251 1.427  0.40
H12 5.018 -1.978 0.281  0.13
H13 3.987 -5.355 0.966  0.31
H14 3.213 -5.481 -0.618  0.28
H15 2.480 -4.547 0.698  0.23
C7 2.135 3.370 -0.046  -0.42
O7 3.276 3.261 0.780  -0.48
C8 3.609 1.967 1.182  -0.01
C9 5.005 1.480 0.668  0.43
N2 6.040 2.228 1.298  -0.36
C10 7.434 1.736 1.026  -0.70
C11 7.870 0.509 1.838  -0.64
O8 7.527 -0.741 1.193  -0.22
C12 8.323 -1.925 1.621  -0.85
H16 1.218 3.129 0.493  0.26
H17 2.149 2.909 -1.034  0.02
H18 1.964 4.404 -0.343  0.43
H19 2.828 1.273 0.873  0.01
H20 3.527 1.897 2.266  0.10
H21 4.992 1.696 -0.400  -0.10
H22 5.179 0.427 0.894  -0.07
H23 5.927 3.222 1.161  0.29
H24 8.096 2.557 1.301  0.46
H25 7.417 1.601 -0.055  0.31
H26 7.421 0.523 2.831  0.30
H27 8.930 0.616 2.069  0.52
H28 8.064 -2.198 2.644  0.33
H29 9.400 -1.922 1.451  0.33
H30 7.932 -2.678 0.937  0.23
C13 2.804 -2.696 -5.246  -0.41
O9 2.736 -1.271 -5.099  -0.41
C14 3.211 -0.883 -3.863  -0.73
C15 3.232 0.572 -3.511  0.37
N3 4.167 1.361 -4.304  -0.39
C16 4.269 2.797 -3.859  -0.94
C17 2.919 3.604 -3.852  -0.04
O10 2.536 3.871 -5.157  -0.41
C18 1.179 4.436 -5.305  -0.81
H31 2.317 -3.171 -4.394  -0.05
H32 3.809 -3.097 -5.377  0.34
H33 2.185 -2.907 -6.118  0.32
H34 4.188 -1.363 -3.794  0.39
H35 2.602 -1.351 -3.089  0.17
H36 3.567 0.650 -2.476  -0.13
H37 2.155 0.736 -3.510  0.16
H38 3.781 1.316 -5.236  0.35
H39 4.848 3.348 -4.600  0.39
H40 4.873 2.871 -2.955  0.36
H41 3.064 4.538 -3.309  0.52
H42 2.140 3.009 -3.375  0.04
H43 0.460 3.626 -5.423  0.30
H44 1.219 4.921 -6.281  0.28
H45 0.737 5.077 -4.543  0.34
C19 -7.282 3.302 -1.420  -1.02
O11 -6.065 2.932 -0.576  -0.17
C20 -4.971 3.634 -1.056  -0.92
C21 -3.765 3.192 -0.330  0.33
N4 -3.863 3.672 1.022  -0.15
C22 -2.556 3.626 1.744  -0.03
C23 -2.752 4.010 3.259  -1.21
O12 -3.852 3.384 3.969  -0.10
C24 -4.035 3.930 5.187  -0.90
H46 -8.212 2.746 -1.303  0.27
H47 -7.159 2.940 -2.441  0.41
H48 -7.412 4.384 -1.458  0.35
H49 -5.206 4.698 -1.037  0.43
H50 -4.698 3.390 -2.083  0.35
H51 -2.865 3.600 -0.790  0.35
H52 -3.721 2.104 -0.379  -0.39
H53 -3.822 4.676 0.915  0.30
H54 -1.827 4.304 1.301  0.65
H55 -2.064 2.656 1.677  -0.33
H56 -2.879 5.093 3.250  0.54
H57 -1.792 3.827 3.741  0.39
H58 -4.346 4.975 5.184  0.33
H59 -3.155 3.860 5.826  0.37
H60 -4.862 3.399 5.658  0.18
C25 -5.452 0.708 6.229  -0.98
O13 -5.031 0.749 4.856  -0.16
C26 -4.045 -0.306 4.557  -0.86
C27 -3.162 0.156 3.377  -0.22
N5 -3.942 0.421 2.150  0.08
C28 -4.468 -0.879 1.653  -0.97
C29 -5.302 -0.688 0.272  0.03
O14 -6.487 -0.026 0.484  -0.38
C30 -7.405 -0.166 -0.700  -0.82
H61 -6.493 1.032 6.209  0.24
H62 -4.774 1.238 6.898  0.34
H63 -5.518 -0.316 6.597  0.38
H64 -4.426 -1.321 4.445  0.34
H65 -3.345 -0.308 5.393  0.58
H66 -2.407 -0.603 3.174  0.24
H67 -2.650 1.054 3.723  0.21
H68 -3.292 0.524 1.384  -0.30
H69 -5.067 -1.350 2.432  0.50
H70 -3.594 -1.491 1.428  0.24
H71 -5.478 -1.716 -0.046  0.40
H72 -4.635 -0.146 -0.397  0.10
H73 -6.916 0.214 -1.597  0.18
H74 -8.266 0.501 -0.749  0.37
H75 -7.685 -1.210 -0.845  0.37
C31 -6.004 -2.464 -3.351  -0.92
O15 -4.832 -2.291 -2.571  -0.20
C32 -4.187 -3.532 -2.229  -0.59
C33 -2.776 -3.235 -2.067  -0.12
N6 -1.899 -4.422 -1.966  0.05
C34 -0.418 -4.159 -1.938  -0.16
C35 0.273 -5.514 -2.177  -0.54
O16 -0.198 -6.193 -3.407  -0.46
C36 0.427 -5.670 -4.568  -0.62
H76 -6.571 -1.535 -3.414  0.21
H77 -6.633 -3.248 -2.930  0.38
H78 -5.696 -2.760 -4.354  0.37
H79 -4.226 -4.254 -3.044  0.62
H80 -4.596 -3.936 -1.303  0.35
H81 -2.719 -2.732 -1.102  -0.16
H82 -2.375 -2.522 -2.788  0.32
H83 -2.276 -5.175 -2.524  0.47
H84 -0.121 -3.724 -0.984  0.20
H85 -0.236 -3.402 -2.701  0.16
H86 -0.007 -6.231 -1.406  0.39
H87 1.352 -5.364 -2.224  0.45
H88 1.405 -6.122 -4.734  0.32
H89 0.586 -4.592 -4.595  0.15
H90 -0.122 -5.869 -5.488  0.37

Summary:
- Multiplicity: 2
- HOMO level (alpha / beta): -7.9 / -7.9 eV
- Kohn-Sham gap (alpha / beta): 7.32 / 2.75 eV
- F_max: 4.07 eV Å⁻¹
- Lowest unoccupied orbital energy (alpha / beta): -0.611 / -5.186 eV
- <S²>: 0.754